One molecule with the formula C8H15N3O at a distorted geometry. Source: the OMol25 dataset; level of theory: wB97M-V/def2-TZVPD.

Results
* spin multiplicity: 1
* HOMO-LUMO gap (alpha / beta): 0.2218 / 0.2875 Eh
* E: -553.14047 Ha
* energy above the lowest of the compared OMol25 structures with the same formula, charge and spin: 451.9 kJ/mol

XYZ file:
```
27
Properties=species:S:1:pos:R:3:forces:R:3
C -2.91276 -0.62657 -0.04895 -0.208 -3.431 2.403
C -2.51107 1.72420 -0.24704 -0.457 0.187 -0.758
C -2.88618 -2.23319 1.89905 1.137 -0.412 -0.591
C 1.82975 0.27737 -1.27020 -0.235 -1.993 -0.493
C 1.58944 2.44678 -0.29466 1.837 -1.479 1.584
C 1.45872 0.44637 1.27119 -2.736 1.486 -1.843
C -3.24284 -1.95798 0.39527 -0.500 1.104 1.231
C 1.04220 0.99717 -0.20529 1.183 0.734 2.570
N -2.92497 0.43604 -0.48866 0.121 3.090 -1.754
N -1.15646 1.84377 -0.27357 0.990 0.437 0.476
N -0.34884 0.84343 -0.54211 0.119 -1.505 -0.093
O -3.30441 2.63411 -0.19172 -0.325 1.046 0.502
H -3.29587 -1.34913 2.48608 0.356 -1.625 -0.345
H -1.75272 -2.22556 1.96968 -1.354 -0.047 0.261
H -3.25905 -3.30185 2.13716 0.391 2.004 0.114
H 2.85466 0.62065 -1.32017 0.077 0.289 -0.314
H 1.96262 -0.81046 -1.06338 -0.575 0.536 -0.124
H 1.26853 0.38193 -2.21817 0.701 -0.032 0.262
H 1.22719 2.72434 -1.19469 -1.129 1.774 -3.083
H 2.68389 2.27905 -0.48654 -0.933 0.867 0.800
H 1.39975 3.21081 0.46734 -0.052 -0.461 0.066
H 2.45408 0.21104 1.27898 2.666 -0.544 -0.082
H 1.26965 1.18484 2.03189 -0.131 0.459 0.216
H 0.89591 -0.41019 1.52629 -0.663 -1.121 0.116
H -4.34279 -1.91177 0.43578 0.115 -0.600 -0.849
H -2.78680 -2.60189 -0.32242 -0.141 -1.218 -0.285
H -0.75998 2.69846 0.08759 -0.253 0.456 0.014
```
Positions in Å, forces in eV/Å.